ORCA calculation (the ωB97M-V functional and the def2-TZVPD basis) on a 2-piece molecular cluster, C5H8O2 overall.

CARTESIAN COORDINATES (ANGSTROEM)
C (1.109, -0.996, -0.918)
C (0.574, -0.320, 0.083)
C (1.075, 0.506, 1.238)
O (-0.199, 0.393, 1.915)
C (-0.770, -0.309, 0.785)
C (-1.375, 0.538, -0.281)
O (-1.426, 1.801, 0.047)
H (2.168, -0.922, -1.143)
H (0.552, -1.761, -1.445)
H (-1.006, -0.765, -2.892)
H (1.356, 1.546, 1.060)
H (1.856, 0.005, 1.812)
H (-1.269, -1.252, 1.051)
H (-1.338, -0.384, -2.328)
H (-1.305, 1.919, 1.017)

Relative energy (zero: lowest compared OMol25 entry of this formula, charge and spin) ... 134.7 kcal per mole
LUMO energy ... 0.48 eV
Maximum force ... 1.336 eV Å⁻¹
Charge ... 0

For each atom in turn, the Löwdin charge in e is: C 0.08; C -0.27; C -0.11; O -0.10; C -0.27; C -0.07; O 0.05; H 0.07; H 0.06; H 0.03; H 0.13; H 0.13; H 0.16; H -0.01; H 0.12